The following is a quantum chemistry calculation of a 3-piece molecular cluster, C31H50N4O2S overall, from the OMol25 dataset.

```
88
Properties=species:S:1:pos:R:3:forces:R:3:mulliken_charge:R:1
C 1.495975 -3.768169 -2.308381 -0.47 -1.04 -0.95 -0.672
N 1.228512 -2.308568 -2.599446 -2.91 1.55 1.29 0.073
C 1.843739 -1.378128 -1.581504 0.83 -0.25 1.63 -0.758
C -0.226796 -2.021718 -2.875185 -1.53 -3.49 -4.84 0.333
O -0.768818 -2.646032 -3.956583 3.05 3.50 6.51 -0.557
C -1.233250 -1.062408 -2.011282 0.04 0.21 0.16 -0.684
C -1.342913 -1.432161 -0.412115 0.31 0.09 3.77 0.411
C -1.707594 -2.902271 0.216668 0.80 2.79 2.16 -0.390
C -1.741707 -3.169948 1.838625 1.12 3.79 -0.98 -0.684
C -1.386140 -1.965363 2.904958 -0.13 0.37 -4.59 0.350
C -1.048130 -0.465395 2.246040 -0.37 -2.82 -1.47 0.087
C -1.016487 -0.170711 0.634860 -0.74 -4.25 2.03 -0.418
S -0.651589 0.870931 3.554267 0.81 -2.68 -0.15 -0.170
C 0.451915 -0.108591 4.770317 1.27 -2.48 1.60 0.137
C 1.797655 0.537256 5.448327 -1.33 -4.13 0.52 -0.177
C 2.701380 -0.420880 6.447149 -3.74 -1.26 -2.14 -0.482
C 2.226047 -1.994335 6.721461 -1.53 2.88 -2.06 -0.428
C 0.842730 -2.639038 6.048081 1.22 3.10 -0.40 0.282
C 0.494186 -4.208760 6.383936 2.11 -0.73 -1.51 -0.588
C 1.670823 -5.212956 5.490497 -0.90 -2.31 2.55 0.219
C 2.939312 -5.851607 6.474559 0.05 0.30 -2.92 -0.848
O 1.682071 -6.723245 5.856876 0.28 5.65 -3.05 -0.357
C -0.081186 -1.670405 5.045117 3.47 0.77 1.91 0.113
N -1.368999 -2.198477 4.398925 2.80 0.92 -1.94 -0.289
H 0.436237 -4.313958 -2.298930 2.52 0.96 0.13 0.236
H 2.126825 -4.242980 -3.194507 -1.25 0.98 2.02 0.247
H 2.062738 -3.879418 -1.290235 -1.16 0.20 -1.94 0.301
H 1.698445 -1.866116 -0.501957 0.25 1.31 -2.06 0.263
H 3.011498 -1.289953 -1.730821 -2.39 -0.25 0.01 0.288
H 1.410430 -0.291489 -1.565817 0.66 -2.25 -0.30 0.236
H -2.312106 -1.127365 -2.506473 2.56 -0.08 0.92 0.299
H -0.854341 0.058393 -2.158118 -0.85 -2.40 0.61 0.308
H -1.939627 -3.827114 -0.485827 0.54 2.29 1.57 0.314
H -2.015018 -4.226243 2.263134 0.59 2.22 -1.03 0.181
H -0.742121 0.907324 0.251625 -0.63 -2.46 0.87 0.225
H 2.067517 1.667506 5.182827 -0.62 -2.86 0.69 0.109
H 3.673472 0.058343 6.912029 -2.25 -1.34 -0.96 0.274
H 2.955326 -2.615193 7.426705 -2.03 1.22 -1.74 0.290
H 0.747741 -4.550890 7.473395 -0.81 0.98 -2.10 0.375
H -0.546757 -4.579472 6.000030 1.92 0.90 0.90 0.188
H 1.961265 -4.847134 4.324153 -0.67 -1.30 3.42 0.370
H 3.678947 -5.397859 5.651185 -1.00 -1.44 0.09 0.171
H 3.449360 -6.883109 6.405564 -0.22 1.46 1.69 0.389
H -1.461429 -3.230574 4.537820 0.24 1.31 0.05 0.368
C -2.359855 -1.757279 -10.716093 -0.10 -0.06 0.05 -1.419
C -1.639196 -0.784660 -9.787096 -0.24 -0.10 0.14 -0.305
N -2.291236 -0.600296 -8.487700 -0.11 0.33 0.18 0.105
C -1.733337 0.517329 -7.716826 -0.26 0.08 -0.31 -0.670
C -0.285258 0.404577 -7.255671 0.31 0.11 0.30 -0.755
C -2.553133 -1.817033 -7.713589 -0.24 -0.11 -0.32 -0.730
C -1.359517 -2.691822 -7.349871 0.21 -0.22 0.25 -0.602
H -3.397070 -1.446922 -10.885491 0.14 -0.06 0.10 0.322
H -1.855214 -1.784546 -11.687816 -0.03 0.03 0.15 0.427
H -2.359927 -2.777690 -10.322726 -0.03 0.09 -0.03 0.300
H -1.604183 0.181670 -10.304862 0.01 0.03 0.31 0.427
H -0.603951 -1.118708 -9.672031 0.23 -0.04 -0.08 0.252
H -2.369102 0.707690 -6.842360 -0.01 -0.23 -0.13 0.327
H -1.824916 1.426212 -8.327383 -0.03 -0.21 -0.09 0.378
H -0.182593 -0.274993 -6.407347 0.05 -0.03 -0.13 0.027
H 0.070222 1.385879 -6.918270 -0.05 -0.10 -0.07 0.400
H 0.386024 0.075047 -8.053661 -0.09 0.00 0.07 0.261
H -3.269568 -2.430888 -8.273446 0.10 0.16 -0.09 0.344
H -3.092235 -1.554993 -6.794295 0.15 0.23 -0.16 0.302
H -0.661456 -2.821777 -8.181875 -0.09 0.04 0.01 0.254
H -1.710538 -3.689708 -7.062708 0.06 0.13 0.00 0.376
H -0.812086 -2.291135 -6.495051 0.02 -0.12 -0.13 -0.019
C 0.700236 8.432209 3.874086 -0.07 0.01 0.11 -1.417
C 1.214545 7.028844 3.566800 -0.13 0.02 0.24 -0.280
N 0.868472 6.027258 4.579042 0.18 -0.28 0.20 0.144
C 1.580143 4.756238 4.398456 0.23 0.34 0.11 -0.759
C 1.281543 3.951815 3.139069 -0.06 -0.30 -0.18 -0.594
C -0.554370 5.899357 4.906837 0.11 0.38 0.16 -0.687
C -1.510460 5.549837 3.772819 -0.37 -0.14 -0.13 -0.735
H 1.060146 8.780353 4.848814 -0.10 -0.11 -0.12 0.323
H 1.060277 9.133642 3.113814 -0.03 -0.14 0.08 0.429
H -0.392297 8.480173 3.867175 0.10 0.01 0.03 0.297
H 2.307026 7.099174 3.498698 -0.11 -0.29 0.08 0.420
H 0.854677 6.737700 2.575694 -0.01 0.01 -0.24 0.256
H 1.409456 4.117466 5.274791 -0.18 0.20 -0.01 0.405
H 2.658045 4.968359 4.417636 -0.15 0.17 -0.02 0.268
H 0.318583 3.441407 3.203882 0.15 0.15 -0.11 -0.173
H 2.043217 3.172868 3.011591 -0.09 0.07 -0.01 0.461
H 1.293828 4.566306 2.234498 0.01 -0.02 0.11 0.330
H -0.887614 6.842572 5.357203 0.17 -0.03 -0.12 0.353
H -0.678022 5.164339 5.712354 0.28 0.01 -0.15 0.314
H -1.301865 6.109318 2.856372 0.02 -0.04 0.09 0.235
H -2.537250 5.789753 4.072149 0.12 -0.03 -0.04 0.380
H -1.489328 4.483336 3.542435 0.01 0.09 -0.10 0.094
```
Positions in Å, forces in eV/Å.

E_HOMO, eV: -7.84
Gap between HOMO and LUMO, eV: 7.21
Total energy, eV: -53821.78840
Spin multiplicity: 1
SMILES string: CN(C)C(=O)Cc1ccc2c(c1)Sc1cccc(C[C@H]3CO3)c1N2.CCN(CC)CC.CCN(CC)CC
Max |F|, hartree/bohr: 0.1554